Record 1
Here is a molecular structure, C7H3NO5Yb at a distorted geometry from the OMol25 dataset. Energies are from the ωB97M-V functional and the def2-TZVPD basis.

Calculated values
E_tot in eV: -50531.020
Charge: +3
2S+1: 2

Element x y z (Å)
O  0.00  0.00  -3.38
C  0.00  0.00  -2.23
Yb  0.00  0.00  0.41
O  2.14  -2.73  -0.01
C  1.43  -1.83  -0.02
C  -1.43  1.83  -0.02
O  -2.14  2.73  -0.01
C  -1.83  -1.43  -0.02
O  -2.73  -2.14  -0.01
C  1.83  1.43  -0.02
O  2.73  2.14  -0.01
C  0.00  0.00  4.89
C  0.00  0.00  3.54
N  0.00  0.00  2.36
H  -0.89  0.52  5.21
H  0.89  0.52  5.21
H  0.00  -1.03  5.21

Atomic partial charges in e from the Mulliken method, atoms 1 to 6:
1. O -0.0208
2. C 0.3932
3. Yb 0.5048
4. O 0.0176
5. C 0.3892
6. C 0.3901



Record 2
Here is 14 unconnected molecules or ions with the total composition C7H41NO13 at a distorted geometry from the OMol25 dataset. Energies are from the ωB97M-V functional and the def2-TZVPD basis.

Calculated values
E_tot in eV: -36018.100
Energy relative to the best compared isomer or geometry (same formula, charge and spin) in eV: 6.777
Charge: +1
2S+1: 2

Element x y z (Å)
C  -0.58  -0.58  0.28
C  0.44  -1.57  0.57
C  0.40  -2.46  1.86
C  -0.72  -2.90  2.47
C  -0.53  0.06  -1.15
N  0.00  1.50  -1.22
C  0.15  1.84  -2.76
C  0.78  3.15  -2.89
H  -0.73  0.22  0.94
H  -1.57  -0.97  0.35
H  0.63  -2.29  -0.25
H  1.49  -1.06  0.56
H  1.38  -2.72  2.30
H  -0.99  -3.39  3.33
H  -1.73  -2.54  2.14
H  -1.54  0.30  -1.39
H  -0.21  -0.43  -2.10
H  0.99  1.40  -0.84
H  0.98  1.07  -2.98
H  -0.77  1.58  -3.44
H  1.91  3.11  -3.07
H  0.64  3.74  -3.72
H  0.84  3.76  -1.89
H  4.59  2.22  0.67
H  3.95  3.00  -0.45
O  4.53  2.22  -0.31
H  1.92  -3.97  -2.83
H  0.97  -4.41  -1.81
O  1.65  -4.68  -2.45
H  3.42  0.92  -0.53
H  3.75  -0.61  -0.78
O  3.03  0.03  -0.86
H  0.46  4.24  0.89
H  0.70  3.50  -0.45
O  1.07  3.77  0.40
H  -1.28  0.01  3.39
H  -0.65  0.72  4.59
O  -0.32  0.30  3.78
H  -1.84  -3.74  -3.06
H  -2.81  -3.80  -1.90
O  -2.79  -3.67  -2.91
H  -3.09  0.32  4.30
H  -3.44  0.68  2.85
O  -3.19  -0.06  3.42
H  -2.23  2.12  -0.73
H  -2.86  1.74  -2.13
O  -2.91  2.25  -1.36
H  -4.38  2.06  0.21
H  -3.89  0.70  0.19
O  -4.58  1.25  0.68
H  0.68  -1.74  -2.96
H  1.83  -1.00  -2.30
O  1.48  -1.33  -3.09
H  0.80  1.49  3.16
H  1.14  2.19  1.93
O  1.44  2.09  2.88
H  -3.94  -3.04  0.74
H  -2.61  -3.26  0.80
O  -3.41  -3.58  0.15
H  3.34  1.76  2.60
H  4.75  1.48  2.60
O  3.99  1.28  2.09

Atomic partial charges in e from the Mulliken method, atoms 1 to 6:
1. C -0.1709
2. C 0.1830
3. C 0.0853
4. C -1.0984
5. C -1.0102
6. N 0.2804



Record 3
Here is a molecular structure, C7H4I3O2 at a distorted geometry from the OMol25 dataset. Energies are from the ωB97M-V functional and the def2-TZVPD basis.

Calculated values
E_tot in eV: -35717.677
Charge: -1

Element x y z (Å)
C  0.20  -0.58  1.15
C  1.93  1.05  0.59
C  1.28  0.30  1.40
C  -0.80  -0.52  0.23
C  -2.02  -1.71  0.05
C  -0.82  0.58  -0.88
C  0.46  0.74  -1.57
O  -2.27  -1.76  -1.14
O  -2.33  -2.20  1.11
I  2.02  0.26  3.52
I  0.79  2.59  -2.55
I  1.31  -0.88  -2.55
H  0.34  -1.42  1.83
H  2.68  1.82  0.84
H  -1.57  0.19  -1.59
H  -1.20  1.53  -0.44

Atomic partial charges in e from the Mulliken method, atoms 1 to 6:
1. C 0.0315
2. C -0.4853
3. C -0.0548
4. C -0.1366
5. C 0.4859
6. C -0.5986



Record 4
Here is a molecular structure, C7H4N2 at a distorted geometry from the OMol25 dataset. Energies are from the ωB97M-V functional and the def2-TZVPD basis.

Calculated values
E_tot in eV: -10297.857
Energy relative to the best compared isomer or geometry (same formula, charge and spin) in eV: 2.215

Element x y z (Å)
C  1.55  -0.74  -0.15
C  2.44  -0.86  -1.08
C  1.27  0.84  -2.38
C  0.59  -0.91  0.85
C  0.77  0.31  -1.22
C  -0.46  -0.02  0.57
C  -1.77  0.23  1.27
N  1.43  1.43  -3.35
N  -0.25  0.69  -0.55
H  0.48  -1.63  1.62
H  -2.14  -0.83  1.37
H  -2.52  0.96  0.78
H  -1.39  0.53  2.28

Atomic partial charges in e from the Mulliken method, atoms 1 to 6:
1. C 0.7193
2. C -0.5465
3. C 0.2744
4. C -0.9703
5. C 0.4364
6. C 0.6349



Record 5
Here is a molecular structure, C7H4N4O3S at a distorted geometry from the OMol25 dataset. Energies are from the ωB97M-V functional and the def2-TZVPD basis.

Calculated values
E_tot in eV: -30252.006
Energy relative to the best compared isomer or geometry (same formula, charge and spin) in eV: 0.315

Element x y z (Å)
C  -0.18  1.28  -3.94
C  -0.42  1.45  0.89
C  -0.39  1.64  -0.51
C  0.58  -2.19  0.73
C  -0.33  0.22  1.46
C  0.12  0.61  -1.23
C  -0.28  -1.04  0.47
N  -1.12  1.62  -4.50
N  1.47  -2.37  -0.20
N  0.19  -0.64  -0.84
N  -0.16  -0.01  2.79
O  -0.38  0.84  3.61
O  0.14  -1.22  3.10
O  1.42  -1.38  -1.10
S  1.19  0.66  -3.22
H  -0.33  2.48  1.50
H  -0.59  2.56  -1.06
H  0.35  -2.92  1.52
H  -1.28  -1.58  0.52

Atomic partial charges in e from the Mulliken method, atoms 1 to 6:
1. C 0.4383
2. C -0.0786
3. C -0.5085
4. C -0.0922
5. C -0.1702
6. C 0.2703



Record 6
Here is a gas-phase ion, C7H4NO3S (charge -1) at a distorted geometry from the OMol25 dataset. Energies are from the ωB97M-V functional and the def2-TZVPD basis.

Calculated values
SMILES: O=C/C([O-])=N\c1sccc1C=O
E_tot in eV: -25791.014
Energy relative to the best compared isomer or geometry (same formula, charge and spin) in eV: 0.730
Charge: -1

Element x y z (Å)
C  -2.26  -0.05  0.27
C  -0.36  -1.42  -0.53
C  -2.64  1.29  0.49
C  -0.82  -0.19  -0.10
C  -0.18  1.06  -0.02
C  2.19  0.67  -0.17
C  2.55  -0.85  0.49
N  1.03  1.49  -0.25
O  0.75  -1.95  -0.53
O  3.18  1.08  -0.75
O  2.64  -1.23  1.63
S  -1.36  2.40  0.19
H  -2.99  -0.86  0.28
H  -1.06  -1.91  -1.13
H  -3.63  1.77  0.48
H  2.98  -1.30  -0.36

Atomic partial charges in e from the Mulliken method, atoms 1 to 6:
1. C -0.8182
2. C -0.0334
3. C -0.3683
4. C 0.3201
5. C 0.5629
6. C 0.3603



Q: Look up the E_tot of the third one.
A: -35717.677 eV